C4H14N2O | the ωB97M-V functional and the def2-TZVPD basis

Structure (XYZ):
```
21
C4H14N2O | the Open Molecules 2025 dataset | the ωB97M-V functional and the def2-TZVPD basis
C 1.708 1.071 -0.780
N 0.518 0.303 -0.767
C 0.267 -0.235 0.608
C -1.109 -0.873 0.590
C -1.506 -1.262 1.950
N -0.788 -2.639 2.407
H 1.474 2.125 -0.906
H 2.586 0.836 -0.093
H 2.318 0.777 -1.663
H -0.225 1.042 -1.003
H 1.042 -1.015 0.985
H 0.568 0.578 1.275
H -0.892 -1.941 0.101
H -1.711 -0.110 0.051
H -2.523 -1.593 1.869
H -1.293 -0.382 2.675
H -0.551 -3.199 1.637
H 0.123 -2.468 2.823
O 0.445 2.891 -3.245
H 0.659 2.540 -4.095
H 0.592 3.828 -3.384
```

Summary:
Energy above the lowest of the compared OMol25 structures with the same formula, charge and spin = 3.3188 eV
SMILES = CNCCCN.O


C3H9N2O | the ωB97M-V functional and the def2-TZVPD basis

Structure (XYZ):
```
15
C3H9N2O | the Open Molecules 2025 dataset | the ωB97M-V functional and the def2-TZVPD basis
C 2.450 -0.810 0.818
N 3.110 -0.267 1.754
H 2.849 -0.860 -0.193
H 1.473 -1.276 0.997
H 2.583 -0.403 2.618
O 0.177 -0.144 -1.726
C 0.102 0.523 -0.738
C -1.240 0.744 -0.078
N -2.251 -0.060 -0.836
H 0.953 1.027 -0.266
H -1.291 0.460 0.971
H -1.478 1.805 -0.176
H -3.183 0.332 -0.742
H -1.986 -0.031 -1.827
H -2.268 -1.040 -0.575
```

Summary:
Energy above the lowest of the compared OMol25 structures with the same formula, charge and spin = 2.8555 eV
Total charge = +1


C4H7NO | the ωB97M-V functional and the def2-TZVPD basis

Structure (XYZ):
```
13
C4H7NO | the Open Molecules 2025 dataset | the ωB97M-V functional and the def2-TZVPD basis
C -0.602 -1.248 -1.407
C -0.361 -0.762 0.008
O -1.105 -1.079 0.916
C 0.800 0.159 0.320
C 0.477 1.595 0.429
N 0.637 0.891 1.673
H -0.438 -0.462 -2.151
H -1.623 -1.636 -1.493
H 0.097 -2.061 -1.634
H 1.682 -0.116 0.895
H -0.555 1.872 0.225
H 1.210 2.358 0.177
H -0.218 0.490 2.042
```

Summary:
Energy above the lowest of the compared OMol25 structures with the same formula, charge and spin = 3.2731 eV
SMILES = CC(=O)[C@H]1CN1


C2H3Cl3S | the ωB97M-V functional and the def2-TZVPD basis

Structure (XYZ):
```
9
C2H3Cl3S | the Open Molecules 2025 dataset | the ωB97M-V functional and the def2-TZVPD basis
C 1.003 -0.743 0.496
C -0.803 1.246 -0.455
S -0.789 0.028 0.676
Cl 2.180 0.113 -0.528
Cl -1.981 2.505 -0.505
Cl -1.725 -1.943 -0.049
H 1.020 -1.829 0.016
H 1.208 -0.861 1.590
H -0.114 1.483 -1.241
```

Summary:
Energy above the lowest of the compared OMol25 structures with the same formula, charge and spin = 2.4545 eV


C16H23AuN4O2 | the ωB97M-V functional and the def2-TZVPD basis

Structure (XYZ):
```
46
C16H23AuN4O2 | the Open Molecules 2025 dataset | the ωB97M-V functional and the def2-TZVPD basis
Au -0.239 0.519 1.917
C 4.219 1.016 2.342
C 2.919 1.064 1.586
O 2.019 0.099 1.998
C 2.678 1.954 0.620
C 1.474 2.182 -0.214
C 1.383 3.426 -1.054
N 0.522 1.334 -0.187
N -0.580 1.568 -0.976
C -1.732 1.333 -0.383
O -1.987 1.090 0.875
C -2.939 1.337 -1.273
C -3.026 2.185 -2.373
C -4.151 2.155 -3.190
C -5.192 1.273 -2.918
C -5.109 0.430 -1.818
C -3.991 0.470 -0.992
H 4.057 0.570 3.323
H 4.644 2.014 2.472
H 4.956 0.403 1.813
H 3.485 2.662 0.460
H 2.327 3.972 -1.067
H 0.600 4.084 -0.671
H 1.094 3.160 -2.074
H -2.203 2.859 -2.583
H -4.214 2.821 -4.043
H -6.069 1.252 -3.556
H -5.920 -0.258 -1.596
H -3.926 -0.167 -0.116
N 2.037 -2.254 0.664
C 1.155 -2.430 -0.516
C -0.292 -2.377 -0.070
N -0.601 -3.333 1.005
C 0.341 -3.226 2.123
C 1.792 -3.295 1.687
H 2.016 -0.708 1.359
H 2.998 -2.306 0.365
H 1.355 -3.388 -1.006
H 1.351 -1.628 -1.228
H -0.961 -2.552 -0.911
H -0.456 -1.354 0.268
H -0.589 -4.275 0.637
H 0.134 -4.003 2.856
H 0.170 -2.266 2.615
H 2.000 -4.292 1.292
H 2.451 -3.119 2.539
```

Summary:
Energy above the lowest of the compared OMol25 structures with the same formula, charge and spin = 0.0935 eV


C6H8N2O2 | the ωB97M-V functional and the def2-TZVPD basis

Structure (XYZ):
```
18
C6H8N2O2 | the Open Molecules 2025 dataset | the ωB97M-V functional and the def2-TZVPD basis
C -2.573 -1.976 0.207
C -1.258 -1.866 0.599
C -2.453 -0.172 1.238
C 0.955 0.469 0.336
C 0.836 0.810 -1.079
C 3.031 1.236 -1.036
N -3.308 -0.955 0.651
N -1.160 -0.685 1.437
O 0.586 1.706 -0.033
O 1.975 1.081 -1.840
H -3.089 -2.824 -0.115
H -0.474 -2.538 0.441
H -2.597 0.783 1.648
H -0.457 0.133 1.377
H -0.032 0.594 -1.718
H 2.973 2.284 -0.570
H 4.071 1.285 -1.388
H 2.973 0.636 -0.154
```

Summary:
Energy above the lowest of the compared OMol25 structures with the same formula, charge and spin = 6.4158 eV


C28H35AsNO7RuS4 | the ωB97M-V functional and the def2-TZVPD basis

Structure (XYZ):
```
77
C28H35AsNO7RuS4 | the Open Molecules 2025 dataset | the ωB97M-V functional and the def2-TZVPD basis
Ru -0.092 -0.453 0.004
C 0.374 -2.800 -2.398
C 1.866 -2.629 -2.221
S 2.248 -1.058 -1.426
C 3.674 -1.543 -0.429
C 3.475 -2.785 0.459
S 1.874 -2.781 1.285
C 0.952 -4.164 0.539
C -0.449 -3.776 0.055
S -0.705 -2.321 -1.039
H 0.130 -3.845 -2.602
H 0.026 -2.232 -3.255
H 2.343 -2.681 -3.202
H 2.286 -3.429 -1.623
H 3.860 -0.662 0.183
H 4.539 -1.684 -1.080
H 4.247 -2.776 1.230
H 3.623 -3.710 -0.100
H 0.805 -4.912 1.317
H 1.546 -4.615 -0.255
H -1.081 -3.608 0.918
H -0.878 -4.595 -0.530
O 0.236 -0.884 4.737
As -0.601 -1.415 3.269
O -0.507 -3.037 3.155
O 0.119 -0.483 2.057
C -2.320 -0.583 3.672
C -2.579 -0.239 4.992
C -3.761 0.408 5.337
C -4.696 0.726 4.368
C -4.456 0.385 3.043
C -3.285 -0.270 2.711
S -3.009 -0.731 1.020
O -4.250 -0.776 0.309
O -2.283 -1.984 1.159
O -1.989 0.281 0.499
H 0.953 -1.511 4.896
H -1.848 -0.468 5.754
H -3.945 0.666 6.372
H -5.614 1.232 4.638
H -5.181 0.595 2.267
C 2.959 3.327 0.314
C 2.598 2.962 1.766
C 2.713 1.446 1.780
O 2.294 1.045 0.474
C 2.881 1.986 -0.433
H 3.965 3.741 0.245
H 2.268 4.056 -0.100
H 1.571 3.251 1.990
H 3.249 3.435 2.500
H 2.075 0.928 2.493
H 3.758 1.135 1.926
H 2.268 2.001 -1.333
H 3.885 1.632 -0.701
C -0.502 4.870 -0.972
C -0.443 4.328 -2.249
C -0.413 2.956 -2.433
C -0.447 2.080 -1.339
C -0.459 2.633 -0.054
C -0.500 4.009 0.114
N -0.426 0.677 -1.560
C -0.925 0.285 -2.833
C -0.055 -0.018 -3.872
C -0.562 -0.371 -5.119
C -1.932 -0.425 -5.325
C -2.801 -0.107 -4.285
C -2.301 0.260 -3.047
H -0.547 5.941 -0.828
H -0.424 4.976 -3.116
H -0.373 2.563 -3.440
H -0.468 2.019 0.835
H -0.538 4.403 1.122
H 1.018 0.070 -3.722
H 0.123 -0.596 -5.927
H -2.322 -0.704 -6.295
H -3.871 -0.145 -4.439
H -2.961 0.503 -2.222
```

Summary:
Energy above the lowest of the compared OMol25 structures with the same formula, charge and spin = 1.3281 eV
Multiplicity = 2


C80H180F18P8 | the ωB97M-V functional and the def2-TZVPD basis

Structure (XYZ):
```
286
C80H180F18P8 | the Open Molecules 2025 dataset | the ωB97M-V functional and the def2-TZVPD basis
C -13.556 -40.812 -10.220
C -12.915 -40.203 -11.481
C -11.764 -39.203 -11.285
C -12.165 -37.929 -10.568
P -10.692 -37.143 -9.785
C -10.168 -38.289 -8.543
C -11.163 -38.507 -7.486
C -11.452 -39.980 -7.154
C -10.284 -40.604 -6.465
C -9.404 -36.872 -10.986
C -9.966 -36.303 -12.344
C -8.954 -35.836 -13.378
C -8.171 -34.639 -12.729
C -10.938 -35.647 -8.842
C -11.187 -34.422 -9.668
C -12.537 -34.269 -10.389
C -12.358 -33.418 -11.665
H -14.301 -41.570 -10.497
H -14.094 -40.039 -9.671
H -12.877 -41.297 -9.595
H -13.644 -39.647 -12.046
H -12.538 -41.030 -12.043
H -11.239 -39.041 -12.261
H -11.116 -39.745 -10.617
H -12.876 -38.140 -9.802
H -12.643 -37.173 -11.204
H -9.311 -37.738 -8.235
H -9.699 -39.157 -8.973
H -12.158 -38.142 -7.800
H -10.986 -37.982 -6.533
H -11.634 -40.539 -8.037
H -12.344 -39.946 -6.530
H -10.479 -41.687 -6.229
H -9.954 -40.066 -5.576
H -9.419 -40.724 -7.159
H -8.998 -37.915 -11.177
H -8.516 -36.416 -10.552
H -10.705 -35.543 -12.181
H -10.518 -37.158 -12.815
H -9.544 -35.512 -14.244
H -8.318 -36.634 -13.678
H -7.448 -34.201 -13.428
H -7.638 -34.885 -11.840
H -8.924 -33.824 -12.586
H -9.992 -35.475 -8.411
H -11.708 -35.875 -8.080
H -10.372 -34.240 -10.419
H -11.079 -33.683 -8.898
H -13.304 -33.895 -9.717
H -12.892 -35.242 -10.680
H -11.879 -32.474 -11.518
H -13.357 -33.191 -12.092
H -11.828 -33.909 -12.512
C -1.881 -35.170 -10.973
C -2.637 -34.317 -9.908
C -3.375 -33.178 -10.568
C -4.209 -32.208 -9.712
P -3.478 -30.892 -8.773
C -2.742 -29.456 -9.660
C -1.482 -29.732 -10.395
C -0.840 -28.360 -10.900
C -1.552 -27.798 -12.210
C -4.795 -30.202 -7.726
C -4.267 -29.485 -6.442
C -5.365 -28.843 -5.650
C -6.054 -27.598 -6.284
C -2.086 -31.563 -7.770
C -2.677 -32.503 -6.737
C -1.795 -32.622 -5.509
C -2.401 -33.444 -4.397
H -2.511 -35.427 -11.803
H -1.447 -36.105 -10.572
H -1.015 -34.592 -11.382
H -1.992 -33.941 -9.131
H -3.406 -34.934 -9.440
H -4.057 -33.575 -11.312
H -2.667 -32.607 -11.170
H -4.858 -32.767 -8.965
H -4.845 -31.651 -10.390
H -2.368 -28.794 -8.873
H -3.443 -28.949 -10.283
H -1.682 -30.361 -11.279
H -0.759 -30.221 -9.758
H 0.187 -28.517 -11.171
H -0.778 -27.619 -10.051
H -1.072 -26.793 -12.469
H -2.649 -27.715 -12.037
H -1.290 -28.444 -13.051
H -5.509 -31.075 -7.551
H -5.257 -29.452 -8.432
H -3.436 -28.879 -6.725
H -3.846 -30.214 -5.710
H -4.952 -28.541 -4.709
H -6.180 -29.532 -5.445
H -6.411 -27.919 -7.269
H -5.348 -26.789 -6.476
H -6.880 -27.216 -5.628
H -1.596 -30.742 -7.187
H -1.317 -32.008 -8.418
H -2.940 -33.436 -7.126
H -3.705 -32.202 -6.453
H -1.611 -31.596 -5.159
H -0.798 -33.047 -5.781
H -3.284 -32.947 -3.914
H -1.661 -33.553 -3.572
H -2.700 -34.418 -4.679
C -10.740 -35.600 -4.766
C -11.703 -34.577 -4.201
C -11.333 -33.117 -4.538
C -10.855 -32.874 -5.946
P -10.074 -31.184 -6.228
C -8.746 -30.895 -5.096
C -9.349 -30.582 -3.692
C -8.517 -29.533 -2.974
C -9.374 -28.939 -1.859
C -9.424 -31.180 -7.864
C -8.429 -30.036 -8.154
C -8.169 -29.753 -9.616
C -9.365 -29.010 -10.167
C -11.354 -29.879 -6.277
C -10.892 -28.424 -5.965
C -12.028 -27.383 -5.874
C -11.568 -25.949 -6.209
H -9.682 -35.371 -4.661
H -11.010 -35.819 -5.804
H -10.907 -36.549 -4.228
H -11.797 -34.606 -3.094
H -12.735 -34.861 -4.549
H -10.540 -32.836 -3.800
H -12.184 -32.450 -4.308
H -11.630 -32.970 -6.694
H -10.026 -33.576 -6.255
H -8.196 -30.028 -5.438
H -8.220 -31.841 -5.119
H -9.448 -31.466 -3.056
H -10.374 -30.192 -3.858
H -8.362 -28.694 -3.648
H -7.552 -29.881 -2.666
H -10.236 -28.432 -2.270
H -8.769 -28.267 -1.179
H -9.787 -29.849 -1.282
H -10.372 -31.077 -8.406
H -8.899 -32.102 -8.167
H -7.508 -30.319 -7.661
H -8.744 -29.085 -7.724
H -7.929 -30.647 -10.238
H -7.342 -29.026 -9.687
H -9.219 -28.732 -11.211
H -9.583 -28.093 -9.622
H -10.254 -29.583 -10.151
H -12.214 -29.955 -5.616
H -11.782 -29.867 -7.282
H -10.335 -28.220 -6.858
H -10.192 -28.498 -5.091
H -12.441 -27.430 -4.838
H -12.852 -27.579 -6.585
H -12.342 -25.239 -6.154
H -11.270 -25.954 -7.246
H -10.745 -25.693 -5.523
C -6.013 -38.304 -13.172
C -4.922 -37.524 -12.424
C -4.976 -37.543 -10.894
C -4.697 -38.949 -10.335
P -4.359 -39.031 -8.567
C -5.840 -38.972 -7.542
C -5.573 -39.253 -6.096
C -6.901 -39.380 -5.311
C -7.907 -38.165 -5.376
C -3.392 -40.589 -8.171
C -4.161 -41.938 -8.223
C -3.261 -43.053 -7.784
C -2.949 -43.039 -6.260
C -3.212 -37.660 -8.123
C -2.297 -37.840 -6.960
C -1.459 -36.570 -6.692
C -0.818 -36.494 -5.332
H -5.843 -38.220 -14.270
H -7.048 -37.869 -12.873
H -6.007 -39.388 -12.882
H -5.181 -36.454 -12.635
H -3.946 -37.808 -12.887
H -5.922 -37.118 -10.483
H -4.230 -36.771 -10.557
H -3.878 -39.424 -10.801
H -5.566 -39.594 -10.509
H -6.449 -39.834 -7.861
H -6.455 -38.054 -7.720
H -4.958 -38.479 -5.595
H -4.972 -40.150 -6.006
H -6.702 -39.492 -4.278
H -7.496 -40.271 -5.724
H -7.420 -37.325 -4.941
H -8.881 -38.342 -4.757
H -8.062 -37.946 -6.443
H -3.075 -40.344 -7.176
H -2.574 -40.600 -8.887
H -4.400 -41.981 -9.286
H -5.123 -41.862 -7.720
H -2.347 -43.076 -8.399
H -3.703 -44.075 -7.917
H -2.376 -43.905 -5.969
H -3.882 -42.994 -5.611
H -2.343 -42.211 -5.888
H -3.904 -36.815 -8.012
H -2.749 -37.395 -9.085
H -1.616 -38.617 -7.185
H -2.846 -38.136 -6.050
H -2.026 -35.637 -6.768
H -0.607 -36.526 -7.353
H -0.095 -37.292 -5.201
H -1.563 -36.494 -4.570
H -0.289 -35.537 -5.313
C -8.447 -41.812 2.587
C -8.976 -40.541 3.247
C -9.283 -39.477 2.192
C -7.995 -39.131 1.433
P -7.982 -37.403 1.010
C -6.367 -37.170 0.282
C -6.145 -37.913 -1.058
C -4.721 -37.485 -1.536
C -4.376 -37.922 -3.037
C -9.342 -36.910 -0.072
C -9.669 -37.963 -1.208
C -11.129 -37.694 -1.579
C -11.640 -38.857 -2.419
C -8.039 -36.285 2.527
C -6.868 -36.570 3.432
C -6.977 -35.986 4.839
C -5.807 -36.326 5.788
H -7.413 -41.853 2.158
H -9.108 -42.004 1.736
H -8.455 -42.645 3.320
H -8.166 -40.130 3.837
H -9.865 -40.822 3.896
H -9.712 -38.642 2.801
H -10.050 -39.850 1.436
H -7.889 -39.709 0.533
H -7.062 -39.254 1.959
H -5.661 -37.382 1.111
H -6.222 -36.113 0.047
H -6.898 -37.504 -1.713
H -6.127 -39.037 -0.944
H -3.894 -37.930 -0.886
H -4.682 -36.395 -1.543
H -4.346 -39.059 -3.225
H -3.531 -37.334 -3.356
H -5.156 -37.613 -3.710
H -9.038 -35.961 -0.496
H -10.238 -36.726 0.531
H -9.566 -38.958 -0.875
H -8.984 -37.845 -2.035
H -11.171 -36.751 -2.107
H -11.806 -37.739 -0.682
H -11.197 -39.013 -3.422
H -12.672 -38.622 -2.765
H -11.626 -39.811 -1.833
H -9.017 -36.519 3.063
H -8.125 -35.201 2.370
H -6.019 -36.147 2.903
H -6.618 -37.691 3.524
H -8.035 -36.229 5.196
H -7.009 -34.885 4.783
H -5.715 -37.410 6.024
H -5.906 -35.778 6.701
H -4.951 -35.884 5.319
P -7.342 -34.174 -2.646
F -7.283 -33.912 -4.187
F -7.511 -35.728 -2.975
F -5.722 -34.324 -2.566
F -7.336 -34.505 -1.020
F -7.289 -32.545 -2.343
F -8.970 -34.071 -2.486
P -6.879 -34.491 -7.668
F -6.402 -35.428 -6.443
F -5.450 -34.766 -8.425
F -7.562 -35.829 -8.485
F -7.433 -33.591 -8.940
F -8.353 -34.310 -6.963
F -6.386 -33.118 -6.908
P -8.183 -41.583 -10.004
F -6.787 -41.828 -10.722
F -7.488 -41.816 -8.557
F -7.807 -39.959 -9.848
F -9.557 -41.293 -9.195
F -8.886 -41.233 -11.380
F -8.625 -43.084 -10.122
```

Summary:
Total charge = +2


What are the max |F| values for these records? In order: 3.92 0.69 2.82 2.95 0.72 5.63 1.96 2.77 eV Å⁻¹.
What are the DFT total energy values for these records? In order: -9400.28811 -8276.21837 -7796.37133 -50522.72821 -30710.62402 -13420.95750 -152187.19180 -209114.58641 eV.